ORCA calculation (wB97M-V/def2-TZVPD) on a structure of composition C22H39F3GeO4Ti.

Output
charge: -1
lowest unoccupied orbital energy (spin up / spin down): 2.84 / 2.84 eV
<S²>: 1.111
spin multiplicity: 2
frontier orbital gap (spin up / spin down): 5.268 / 5.520 eV

Positions of all 70 atoms, in Å:
Ti (0.011, -0.441, -1.355)
C (3.515, -0.264, 0.455)
C (2.792, -1.293, -0.073)
C (2.185, -1.203, -1.360)
C (2.396, -0.002, -2.109)
C (3.189, 1.017, -1.555)
C (3.729, 0.917, -0.300)
H (3.957, -0.359, 1.438)
H (2.672, -2.210, 0.492)
H (1.982, -2.128, -1.891)
H (2.060, 0.070, -3.138)
H (3.393, 1.898, -2.156)
H (4.335, 1.718, 0.105)
C (1.810, -1.826, 3.504)
C (0.834, -0.651, 3.446)
C (-0.325, -0.923, 4.403)
C (1.552, 0.636, 3.849)
O (0.392, -0.550, 2.102)
Ge (-0.986, 0.538, 1.539)
O (-0.025, 1.315, 0.128)
C (-0.001, 2.757, 0.030)
C (0.535, 3.170, -1.333)
C (-1.412, 3.330, 0.172)
C (0.907, 3.282, 1.133)
O (-1.448, -0.762, 0.111)
C (-2.156, -1.968, 0.505)
C (-3.044, -2.380, -0.666)
C (-1.151, -3.063, 0.828)
C (-3.046, -1.685, 1.710)
H (2.154, -1.995, 4.526)
H (2.671, -1.632, 2.874)
H (1.328, -2.734, 3.144)
H (0.040, -1.028, 5.426)
H (-0.829, -1.850, 4.126)
H (-1.056, -0.114, 4.385)
H (0.856, 1.476, 3.852)
H (2.342, 0.853, 3.135)
H (1.985, 0.557, 4.850)
H (0.747, 4.243, -1.319)
H (1.443, 2.632, -1.572)
H (-0.182, 2.955, -2.120)
H (-2.083, 2.819, -0.518)
H (-1.396, 4.391, -0.088)
H (-1.810, 3.232, 1.181)
H (1.888, 2.814, 1.061)
H (0.494, 3.063, 2.118)
H (1.019, 4.366, 1.048)
H (-2.473, -2.830, -1.470)
H (-3.567, -1.509, -1.063)
H (-3.788, -3.105, -0.325)
H (-0.442, -3.184, 0.008)
H (-1.679, -4.013, 0.953)
H (-0.600, -2.831, 1.736)
H (-3.743, -0.874, 1.500)
H (-2.484, -1.424, 2.606)
H (-3.621, -2.587, 1.934)
F (-1.555, -2.296, -3.331)
C (-0.338, -2.161, -2.687)
F (0.562, -2.047, -3.737)
F (-0.108, -3.493, -2.255)
C (-0.768, 0.921, -5.221)
O (-0.062, 0.940, -4.008)
C (-0.742, 0.627, -2.800)
C (-2.211, 0.963, -2.827)
H (-1.093, -0.094, -5.482)
H (-0.077, 1.271, -5.992)
H (-1.644, 1.578, -5.219)
H (-2.397, 2.037, -3.000)
H (-2.655, 0.717, -1.856)
H (-2.776, 0.406, -3.585)

Atom charges from the natural (NBO) analysis, given in e for atoms 1 to 2: 1.4676 -0.2294

---

ORCA calculation (wB97M-V/def2-TZVPD) on a structure of composition C22H39F5IrN4OSeSi.

Output
charge: +2
lowest unoccupied orbital energy (spin up / spin down): -4.96 / -9.23 eV
<S²>: 8.779
spin multiplicity: 6
frontier orbital gap (spin up / spin down): 7.364 / 5.339 eV

Positions of all 74 atoms, in Å:
Ir (-0.095, 0.733, -0.105)
N (-0.577, 0.954, -2.331)
C (-1.254, 2.253, -2.555)
C (-0.461, 3.347, -1.870)
N (-0.385, 3.037, -0.429)
H (0.247, 0.896, -2.923)
H (-1.187, 0.190, -2.607)
H (-2.251, 2.184, -2.113)
H (-1.374, 2.472, -3.617)
H (-0.913, 4.322, -2.056)
H (0.557, 3.374, -2.263)
H (-1.267, 3.252, 0.034)
H (0.316, 3.597, 0.048)
C (-4.268, -2.008, -0.717)
Si (-3.417, -0.652, 0.325)
C (-4.476, 0.841, 0.538)
C (-3.302, -1.674, 2.017)
O (-1.908, -0.447, -0.174)
H (-5.257, -2.169, -0.291)
H (-3.687, -2.925, -0.710)
H (-4.346, -1.607, -1.728)
H (-5.468, 0.538, 0.882)
H (-4.609, 1.367, -0.410)
H (-4.070, 1.542, 1.267)
H (-4.316, -2.028, 2.181)
H (-2.976, -0.916, 2.726)
H (-2.581, -2.474, 1.892)
C (4.817, 1.180, 4.059)
C (4.952, -0.315, 4.329)
C (4.046, -1.176, 3.448)
C (4.527, -1.168, 2.002)
N (3.699, -2.022, 1.132)
C (2.830, -1.633, 0.187)
Se (2.505, 0.156, -0.278)
N (2.219, -2.710, -0.341)
C (1.300, -2.757, -1.483)
C (1.983, -3.248, -2.758)
C (3.041, -2.302, -3.324)
C (2.457, -1.032, -3.933)
C (2.730, -3.841, 0.277)
C (2.448, -5.195, 0.092)
C (3.149, -6.076, 0.883)
C (4.103, -5.635, 1.823)
C (4.376, -4.301, 2.010)
C (3.661, -3.405, 1.213)
H (5.430, 1.755, 4.750)
H (3.782, 1.504, 4.182)
H (5.137, 1.450, 3.050)
H (4.707, -0.519, 5.372)
H (5.993, -0.625, 4.197)
H (3.023, -0.798, 3.484)
H (4.022, -2.201, 3.822)
H (5.553, -1.531, 1.921)
H (4.493, -0.162, 1.584)
H (0.879, -1.757, -1.602)
H (0.487, -3.423, -1.195)
H (1.199, -3.407, -3.502)
H (2.425, -4.227, -2.562)
H (3.600, -2.834, -4.094)
H (3.777, -2.053, -2.551)
H (1.719, -1.275, -4.700)
H (3.231, -0.423, -4.397)
H (1.965, -0.407, -3.181)
H (1.723, -5.540, -0.631)
H (2.968, -7.137, 0.780)
H (4.637, -6.370, 2.410)
H (5.110, -3.971, 2.731)
F (-0.185, -0.688, 2.441)
C (0.137, 0.575, 1.990)
F (1.440, 0.793, 2.422)
C (-0.703, 1.540, 2.839)
F (-0.428, 2.814, 2.503)
F (-0.506, 1.401, 4.142)
F (-2.017, 1.336, 2.587)

Atom charges from the Mulliken analysis, given in e for atoms 1 to 2: 1.6757 -0.6178

---

ORCA calculation (wB97M-V/def2-TZVPD) on a structure of composition C22H39N2O3PbSi3.

Output
charge: -1
lowest unoccupied orbital energy: 2.83 eV
frontier orbital gap: 6.453 eV

Positions of all 70 atoms, in Å:
Pb (13.340, 10.750, 5.880)
C (17.522, 12.961, 6.606)
C (15.994, 12.812, 6.459)
O (15.535, 11.657, 6.132)
C (15.286, 13.986, 6.827)
C (13.862, 14.266, 6.727)
C (13.393, 15.701, 6.708)
N (12.953, 13.279, 6.567)
N (11.684, 13.673, 6.655)
C (10.771, 12.701, 6.661)
O (11.036, 11.473, 6.457)
C (9.366, 13.187, 6.803)
C (9.149, 14.594, 6.901)
C (7.897, 15.045, 7.308)
C (6.874, 14.119, 7.560)
C (7.080, 12.762, 7.363)
C (8.335, 12.327, 6.990)
H (17.847, 12.930, 7.643)
H (17.861, 13.899, 6.152)
H (18.020, 12.136, 6.120)
H (15.963, 14.831, 6.995)
H (13.287, 15.955, 5.639)
H (14.125, 16.366, 7.155)
H (12.399, 15.748, 7.235)
H (9.980, 15.264, 6.645)
H (7.761, 16.134, 7.494)
H (5.914, 14.426, 7.912)
H (6.299, 12.043, 7.474)
H (8.499, 11.284, 6.906)
C (13.358, 11.398, 9.277)
O (13.547, 10.405, 8.279)
Si (13.720, 8.667, 8.462)
C (12.285, 8.061, 9.594)
C (15.313, 8.432, 9.451)
C (13.706, 8.125, 6.720)
Si (15.347, 7.568, 5.926)
C (15.146, 7.669, 3.995)
C (15.733, 5.675, 6.175)
C (16.941, 8.543, 6.339)
Si (12.193, 7.129, 6.200)
C (11.990, 5.404, 6.913)
C (12.013, 6.865, 4.325)
C (10.580, 8.011, 6.741)
H (12.568, 11.069, 9.957)
H (13.170, 12.381, 8.832)
H (14.239, 11.422, 9.959)
H (12.590, 8.412, 10.570)
H (12.217, 6.938, 9.765)
H (11.304, 8.403, 9.284)
H (15.016, 8.366, 10.489)
H (16.056, 9.277, 9.374)
H (15.827, 7.486, 9.246)
H (15.015, 6.693, 3.584)
H (16.148, 8.013, 3.621)
H (14.374, 8.364, 3.685)
H (15.465, 5.089, 5.277)
H (15.311, 5.220, 7.075)
H (16.796, 5.620, 6.278)
H (16.860, 9.609, 6.249)
H (17.716, 8.130, 5.726)
H (17.250, 8.306, 7.377)
H (11.473, 5.436, 7.849)
H (12.917, 4.816, 7.075)
H (11.328, 4.829, 6.233)
H (12.739, 6.171, 3.920)
H (12.138, 7.789, 3.756)
H (10.997, 6.504, 4.087)
H (10.133, 7.634, 7.696)
H (9.799, 7.701, 5.974)
H (10.653, 9.117, 6.789)

Atom charges from the natural (NBO) analysis, given in e for atoms 1 to 2: 1.5016 -0.6807

---

ORCA calculation (wB97M-V/def2-TZVPD) on a structure of composition C22H40IInO5P.

Output
charge: -1
lowest unoccupied orbital energy: 0.17 eV
frontier orbital gap: 3.778 eV

Positions of all 70 atoms, in Å:
C (5.360, -0.271, 0.427)
O (4.178, -0.944, 0.799)
C (3.394, -1.438, -0.275)
C (2.003, -1.758, 0.227)
C (1.243, -2.652, -0.769)
C (0.046, -2.024, -1.482)
C (-1.242, -1.993, -0.655)
C (-1.479, -0.805, 0.287)
C (-2.932, -0.303, 0.282)
C (-3.481, 0.306, -1.017)
C (-3.282, 1.834, -1.138)
In (-1.538, 2.589, -2.297)
C (-1.853, 4.749, -2.745)
C (0.260, 2.489, -0.966)
C (1.439, 3.299, -1.478)
C (2.731, 3.103, -0.693)
I (2.877, 4.435, 0.985)
P (-1.257, 1.461, -4.561)
C (0.511, 0.916, -4.788)
C (-2.145, -0.169, -4.628)
H (5.459, -0.197, -0.655)
H (6.224, -0.803, 0.824)
H (5.355, 0.732, 0.846)
H (3.360, -0.704, -1.086)
H (3.864, -2.342, -0.677)
H (1.464, -0.824, 0.366)
H (2.106, -2.245, 1.191)
H (1.954, -2.972, -1.535)
H (0.914, -3.568, -0.280)
H (0.299, -1.025, -1.843)
H (-0.149, -2.622, -2.371)
H (-1.259, -2.906, -0.056)
H (-2.084, -2.078, -1.339)
H (-1.261, -1.146, 1.299)
H (-0.791, 0.019, 0.103)
H (-3.550, -1.158, 0.574)
H (-3.058, 0.438, 1.071)
H (-3.037, -0.200, -1.872)
H (-4.550, 0.085, -1.067)
H (-3.151, 2.250, -0.136)
H (-4.199, 2.283, -1.518)
H (-0.954, 5.336, -2.564)
H (-2.679, 5.161, -2.169)
H (-2.101, 4.859, -3.801)
H (0.570, 1.447, -0.852)
H (-0.053, 2.854, 0.014)
H (1.183, 4.355, -1.470)
H (1.666, 2.996, -2.503)
H (3.628, 3.237, -1.286)
H (2.756, 2.120, -0.236)
H (1.043, 0.671, -3.869)
H (1.035, 1.706, -5.318)
H (0.521, 0.026, -5.418)
H (-3.215, 0.008, -4.670)
H (-1.857, -0.685, -5.545)
H (-1.930, -0.832, -3.799)
C (-0.876, -0.807, 6.319)
C (-0.321, -0.585, 5.116)
C (-0.007, -1.709, 4.157)
O (0.486, -1.398, 3.093)
C (-0.311, -3.072, 4.559)
C (-0.864, -3.287, 5.759)
C (-1.187, -2.164, 6.712)
O (-1.698, -2.477, 7.774)
O (-1.180, -4.488, 6.225)
O (-0.006, 0.612, 4.665)
H (-1.106, -0.010, 7.011)
H (-0.078, -3.870, 3.869)
H (-1.569, -4.334, 7.107)
H (0.359, 0.490, 3.765)

Atom charges from the Mulliken analysis, given in e for atoms 1 to 2: -0.7810 -0.3593

---

ORCA calculation (wB97M-V/def2-TZVPD) on a cluster of 2 separate species, C22H40N2P in total.

Output
charge: +1
lowest unoccupied orbital energy: -4.42 eV
frontier orbital gap: 5.729 eV

Positions of all 65 atoms, in Å:
C (-0.627, -1.783, 2.269)
C (0.588, -2.540, 1.639)
C (1.920, -2.572, 2.275)
C (2.605, -3.789, 2.181)
C (1.851, -5.067, 1.955)
C (3.990, -3.788, 2.282)
C (4.671, -2.573, 2.502)
C (6.155, -2.594, 2.620)
C (3.963, -1.366, 2.671)
C (2.577, -1.364, 2.558)
C (1.837, -0.056, 2.767)
H (-1.522, -2.445, 2.179)
H (-0.547, -1.594, 3.361)
H (-0.816, -0.863, 1.669)
H (0.179, -3.562, 1.435)
H (2.548, -5.886, 1.852)
H (1.193, -5.271, 2.799)
H (1.204, -5.061, 1.076)
H (4.545, -4.727, 2.172)
H (6.531, -1.571, 2.759)
H (6.450, -3.238, 3.468)
H (6.585, -3.023, 1.704)
H (4.482, -0.425, 2.918)
H (2.556, 0.749, 2.951)
H (1.178, 0.263, 1.936)
H (1.192, -0.114, 3.660)
C (-4.678, 0.243, -3.350)
C (-3.289, 0.807, -3.247)
C (-2.403, 0.334, -4.416)
C (-3.287, 2.349, -3.170)
N (-2.619, 0.283, -2.016)
C (-3.332, 0.190, -0.698)
C (-3.256, 1.446, 0.120)
C (-1.850, 2.024, 0.342)
N (-0.862, 1.808, -0.713)
C (0.333, 2.719, -0.787)
C (-0.106, 4.023, -1.459)
C (1.420, 2.038, -1.633)
C (0.874, 2.973, 0.608)
P (-1.061, 0.849, -2.047)
H (0.893, -2.130, 0.667)
H (-5.340, 0.639, -2.599)
H (-5.098, 0.496, -4.313)
H (-4.661, -0.834, -3.275)
H (-1.367, 0.754, -4.393)
H (-2.304, -0.763, -4.373)
H (-2.825, 0.609, -5.393)
H (-2.276, 2.777, -2.982)
H (-3.657, 2.787, -4.109)
H (-3.935, 2.683, -2.338)
H (-4.369, -0.062, -0.914)
H (-2.888, -0.665, -0.163)
H (-3.910, 2.208, -0.329)
H (-3.672, 1.233, 1.110)
H (-1.955, 3.111, 0.541)
H (-1.421, 1.579, 1.257)
H (-0.934, 4.469, -0.901)
H (0.732, 4.726, -1.467)
H (-0.412, 3.844, -2.496)
H (1.713, 1.071, -1.187)
H (1.103, 1.854, -2.681)
H (2.321, 2.670, -1.688)
H (1.148, 2.032, 1.076)
H (1.775, 3.580, 0.519)
H (0.169, 3.505, 1.236)

Atom charges from the natural (NBO) analysis, given in e for atoms 1 to 2: -0.6147 -0.4470

---

ORCA calculation (wB97M-V/def2-TZVPD) on a cluster of 5 separate species, C22H40NO4S in total.

Output
charge: +1
lowest unoccupied orbital energy: -3.88 eV
frontier orbital gap: 6.826 eV

Positions of all 68 atoms, in Å:
C (2.837, -0.910, 1.581)
C (2.999, -0.699, 3.044)
C (3.798, 0.264, 3.608)
C (3.853, 0.411, 4.997)
S (4.930, 1.625, 5.670)
C (3.098, -0.445, 5.813)
C (2.312, -1.383, 5.224)
N (2.286, -1.486, 3.879)
H (2.988, -1.953, 1.310)
H (3.525, -0.281, 1.025)
H (1.828, -0.615, 1.282)
H (4.379, 0.910, 2.965)
H (4.064, 2.083, 6.579)
H (3.144, -0.374, 6.888)
H (1.702, -2.058, 5.805)
H (1.696, -2.202, 3.474)
C (-0.780, 0.736, -2.293)
C (-0.155, 2.041, -1.800)
C (0.639, 1.568, -0.590)
O (1.050, 0.227, -0.877)
C (0.343, -0.255, -2.034)
H (-1.091, 0.763, -3.333)
H (-1.657, 0.487, -1.694)
H (0.519, 2.448, -2.558)
H (-0.885, 2.807, -1.547)
H (0.014, 1.565, 0.311)
H (1.525, 2.176, -0.395)
H (1.041, -0.297, -2.876)
H (-0.014, -1.265, -1.831)
C (0.198, -4.328, 9.020)
C (0.679, -3.250, 9.989)
C (1.471, -2.335, 9.067)
O (0.837, -2.417, 7.780)
C (-0.097, -3.511, 7.772)
H (-0.674, -4.874, 9.374)
H (0.996, -5.047, 8.826)
H (-0.173, -2.715, 10.412)
H (1.281, -3.636, 10.809)
H (2.509, -2.670, 8.971)
H (1.468, -1.294, 9.393)
H (-1.112, -3.105, 7.790)
H (0.032, -4.080, 6.849)
C (-5.240, 1.749, -5.355)
C (-4.630, 3.064, -4.871)
C (-3.842, 2.607, -3.650)
O (-3.420, 1.271, -3.923)
C (-4.110, 0.768, -5.075)
H (-5.531, 1.763, -6.404)
H (-6.121, 1.500, -4.760)
H (-3.953, 3.465, -5.628)
H (-5.366, 3.830, -4.633)
H (-4.467, 2.608, -2.750)
H (-2.960, 3.223, -3.457)
H (-3.402, 0.721, -5.906)
H (-4.462, -0.241, -4.861)
C (0.337, 0.694, -8.425)
C (0.795, 1.559, -7.252)
C (-0.448, 1.562, -6.371)
O (-1.092, 0.305, -6.585)
C (-0.518, -0.351, -7.719)
H (1.155, 0.253, -8.991)
H (-0.274, 1.284, -9.111)
H (1.627, 1.079, -6.732)
H (1.107, 2.561, -7.541)
H (-1.134, 2.367, -6.656)
H (-0.221, 1.665, -5.308)
H (0.090, -1.193, -7.372)
H (-1.322, -0.740, -8.344)

Atom charges from the natural (NBO) analysis, given in e for atoms 1 to 2: -0.6730 0.3064

---

| no. | total energy (a.u.) |
| --- | --- |
| 1 | -4388.6677 |
| 2 | -4449.9716 |
| 3 | -2258.4220 |
| 4 | -2067.6075 |
| 5 | -1312.8974 |
| 6 | -1615.9019 |